[1]
A cluster of 3 separate species, C4H11NO2 in total. Source: the OMol25 dataset; level of theory: the ωB97M-V functional and the def2-TZVPD basis.

Its spin multiplicity is 2. As for the expectation value of S²: 0.76. Its energy above the lowest of the compared OMol25 structures with the same formula, charge and spin is 207.77 kJ/mol. As for the charge: +1. The calculation puts the total energy at -9900.842 eV. The highest occupied orbital energy (spin up / spin down) is -14.1857 / -14.1825 eV. Its gap between HOMO and LUMO (spin up / spin down) is 8.0 / 5.4 eV. As for the LUMO energy (spin up / spin down): -0.227 / -0.322 Eh.

The geometry in XYZ format:
```
18
C4H11NO2 (the ωB97M-V functional and the def2-TZVPD basis)
O 0.12494 -2.14639 -1.19619
O -2.68543 -1.43447 -1.88487
N -0.50728 0.49244 0.31718
C 0.67656 0.77114 0.96012
C -1.04590 1.32062 -0.49712
C 1.44429 -0.42963 1.39696
C 1.16778 2.06097 1.08784
H -1.96545 -2.04216 -1.66662
H 2.28581 -0.65342 0.74042
H 0.13086 -2.91206 -0.61071
H 2.02834 2.33340 1.69507
H -2.02881 1.07406 -0.90198
H 0.72145 2.99821 0.76821
H 0.05069 -1.37811 -0.61786
H 1.77557 -0.21435 2.41685
H -0.64880 2.19659 -1.02028
H -2.33598 -0.72666 -2.42840
H 0.81135 -1.31018 1.44140
```

Atomic partial charges in e from the Mulliken method, atoms 1 to 4:
1. O -0.6657
2. O -0.6360
3. N -0.3640
4. C 1.3624

***

[2]
A cluster of 3 separate species, C4H11NO2 in total. Source: the OMol25 dataset; level of theory: the ωB97M-V functional and the def2-TZVPD basis.

Its spin multiplicity is 2. As for the expectation value of S²: 0.78. Its energy above the lowest of the compared OMol25 structures with the same formula, charge and spin is 10.37 kJ/mol. As for the charge: +1. The calculation puts the total energy at -9902.888 eV. The highest occupied orbital energy (spin up / spin down) is -13.7789 / -13.9346 eV. Its gap between HOMO and LUMO (spin up / spin down) is 9.3 / 7.0 eV. As for the LUMO energy (spin up / spin down): -0.166 / -0.257 Eh.

The geometry in XYZ format:
```
18
C4H11NO2 (the ωB97M-V functional and the def2-TZVPD basis)
O 1.51367 0.95665 1.36900
O 1.29277 3.47140 -0.44208
N -2.55930 0.14718 0.77793
C 1.08237 -1.71843 -1.63883
C -0.62663 -0.68208 -0.32922
C 0.11120 -1.82352 -0.68639
C -1.60271 -0.73841 0.67690
H 0.59309 2.91265 -0.09664
H 1.34364 -0.81122 -2.18132
H 1.71493 -2.56265 -1.83965
H -0.05440 -2.79721 -0.22371
H 0.84607 0.40033 1.77643
H 2.09784 0.44915 0.79413
H -3.23060 0.12650 1.53925
H -2.56258 0.93868 0.15136
H -0.48897 0.16970 -0.98403
H 2.10267 3.09181 -0.08230
H -1.57307 -1.53051 1.41917
```

Atomic partial charges in e from the Mulliken method, atoms 1 to 4:
1. O -0.5802
2. O -0.6097
3. N -0.2809
4. C -0.8136

***

[3]
A cluster of 2 separate species, C4H11NO2 in total. Source: the OMol25 dataset; level of theory: the ωB97M-V functional and the def2-TZVPD basis.

Its spin multiplicity is 2. As for the expectation value of S²: 0.75. Its energy above the lowest of the compared OMol25 structures with the same formula, charge and spin is 257.84 kJ/mol. As for the charge: +1. The calculation puts the total energy at -9900.323 eV. The highest occupied orbital energy (spin up / spin down) is -13.4573 / -13.4536 eV. Its gap between HOMO and LUMO (spin up / spin down) is 9.8 / 4.0 eV. As for the LUMO energy (spin up / spin down): -0.135 / -0.349 Eh.

The geometry in XYZ format:
```
18
C4H11NO2 (the ωB97M-V functional and the def2-TZVPD basis)
O 0.71906 2.08824 2.07649
O 2.41749 0.93591 1.63188
N -0.93699 -1.93613 0.71718
C 1.70645 2.19492 -0.21297
C 1.45474 1.73730 1.18386
C -1.40978 -1.52856 -1.70542
C -1.86956 -1.10070 -0.14202
H -2.78466 -1.62881 -0.01759
H -1.80187 -0.05806 -0.00926
H -1.00784 -0.70761 -2.25206
H 1.62664 1.61056 -1.19796
H -2.35098 -1.85992 -2.24487
H 2.25929 0.53299 2.47819
H -1.23845 -1.86177 1.66246
H 1.11839 3.03261 -0.68069
H 2.72963 2.51790 -0.20284
H -0.56588 -2.32218 -1.52319
H -0.06570 -1.64670 0.43881
```

Atomic partial charges in e from the Mulliken method, atoms 1 to 4:
1. O -0.5731
2. O -0.4781
3. N -0.1604
4. C -0.9746

***

[4]
A structure of composition C4H11NO2S2. Source: the OMol25 dataset; level of theory: the ωB97M-V functional and the def2-TZVPD basis.

Its energy above the lowest of the compared OMol25 structures with the same formula, charge and spin is 251.03 kJ/mol. The calculation puts the total energy at -31579.824 eV. The highest occupied orbital energy is -9.1296 eV. Its gap between HOMO and LUMO is 9.2 eV. As for the LUMO energy: 0.003 Eh.

The geometry in XYZ format:
```
20
C4H11NO2S2 (the ωB97M-V functional and the def2-TZVPD basis)
S -2.02509 -1.70353 -0.08953
S -3.99026 0.02465 0.14238
O -3.10961 0.76954 1.09314
O -5.00424 -0.84527 0.70912
N 0.19430 0.87590 0.06515
C 1.64559 -0.36188 -1.45389
C 2.59683 1.65446 -0.48444
C -1.28875 -1.29814 1.54240
C 1.30820 0.76978 -0.53893
H 3.24638 1.43892 0.40103
H 1.20655 -1.21478 -1.04140
H 3.20752 1.59870 -1.34635
H -2.04400 -1.62384 2.18851
H 1.09785 -0.23399 -2.43033
H -0.50761 -1.97260 1.68461
H 2.64839 -0.50148 -1.73188
H 2.29606 2.69201 -0.28681
H 0.23473 1.44899 0.83999
H -0.81902 -0.29282 1.54889
H -0.89382 -1.22462 -0.81166
```

Atomic partial charges in e from the Mulliken method, atoms 1 to 4:
1. S -0.1842
2. S 0.6774
3. O -0.4410
4. O -0.4309

***

[5]
A cluster of 3 separate species, C4H11NO3 in total. Source: the OMol25 dataset; level of theory: the ωB97M-V functional and the def2-TZVPD basis.

Its energy above the lowest of the compared OMol25 structures with the same formula, charge and spin is 1031.99 kJ/mol. The calculation puts the total energy at -11949.414 eV. The highest occupied orbital energy (spin up / spin down) is -9.3112 / -7.8822 eV. Its gap between HOMO and LUMO (spin up / spin down) is 9.1 / 7.5 eV. As for the LUMO energy (spin up / spin down): -0.008 / -0.013 Eh.

The geometry in XYZ format:
```
19
C4H11NO3 (the ωB97M-V functional and the def2-TZVPD basis)
O 1.42875 -1.52748 1.03003
O 2.22245 -2.40684 1.80144
O 0.08384 0.77677 -1.58345
N -0.89664 -0.09727 -2.07875
C -0.84658 1.10147 1.30263
C 0.07080 -0.05539 1.61709
C 1.11377 0.07709 -0.96639
C -1.78963 0.51461 -2.73229
H 1.34062 -0.85158 -1.48445
H -0.28900 1.94234 0.89106
H 0.79798 0.02122 0.23971
H -1.61192 0.81938 0.58196
H -1.84030 1.59903 -2.80362
H -2.56348 -0.09499 -3.17782
H -1.33303 1.41666 2.23241
H -0.49852 -0.89860 1.99987
H 1.83760 -3.27299 1.59925
H 1.96545 0.73744 -0.84141
H 0.80787 0.19911 2.37273
```

Atomic partial charges in e from the Mulliken method, atoms 1 to 4:
1. O -0.3415
2. O -0.3821
3. O -0.0768
4. N -0.4462

***

[6]
An isolated molecule of C4H11NO3. Source: the OMol25 dataset; level of theory: the ωB97M-V functional and the def2-TZVPD basis.

Its energy above the lowest of the compared OMol25 structures with the same formula, charge and spin is 107.82 kJ/mol. The calculation puts the total energy at -11958.992 eV. The highest occupied orbital energy is -9.5786 eV. Its gap between HOMO and LUMO is 10.2 eV. As for the LUMO energy: 0.022 Eh.

The geometry in XYZ format:
```
19
C4H11NO3 (the ωB97M-V functional and the def2-TZVPD basis)
O 1.36120 1.35841 0.82315
O -2.59765 0.17320 -0.49289
O -1.36734 1.68687 0.73484
N -0.31106 -1.43127 -0.92326
C 2.28488 -0.57538 -0.17211
C -0.17996 -0.08081 -0.41169
C -1.47498 0.35062 0.32085
C 1.05629 0.02386 0.50426
H -1.18273 -1.52102 -1.43684
H -1.64744 -0.31157 1.18549
H 0.53607 1.82951 1.00072
H -2.48468 0.70168 -1.29417
H -2.19625 1.95551 1.14944
H -0.34948 -2.08828 -0.14986
H 0.83901 -0.54030 1.43143
H 2.50139 -0.01841 -1.07869
H 3.13426 -0.49116 0.49909
H 2.11143 -1.61537 -0.42425
H -0.03295 0.59390 -1.26552
```

Atomic partial charges in e from the Mulliken method, atoms 1 to 4:
1. O -0.5648
2. O -0.5446
3. O -0.5687
4. N -0.6713

***

[7]
A cluster of 2 separate species, C4H11NO3 in total. Source: the OMol25 dataset; level of theory: the ωB97M-V functional and the def2-TZVPD basis.

Its energy above the lowest of the compared OMol25 structures with the same formula, charge and spin is 172.82 kJ/mol. The calculation puts the total energy at -11958.318 eV. The highest occupied orbital energy is -9.6602 eV. Its gap between HOMO and LUMO is 10.0 eV. As for the LUMO energy: 0.011 Eh.

The geometry in XYZ format:
```
19
C4H11NO3 (the ωB97M-V functional and the def2-TZVPD basis)
O 0.02516 2.30750 -0.94521
O 0.95353 -3.56464 -1.36458
O 2.19121 1.89129 6.21107
N -0.15232 -1.64605 -1.74939
C -1.21797 -0.66508 -1.76598
C -0.09347 -3.01647 -1.59735
C -1.18785 0.31274 -0.59291
C 0.16976 1.01406 -0.31211
H 2.20485 1.19649 5.53294
H -1.88602 1.12018 -0.82623
H 0.97681 0.53447 -0.88046
H 0.77566 -1.26095 -1.64015
H 2.26867 2.64334 5.59922
H -1.11360 -0.11835 -2.70559
H -1.59754 -0.09069 0.33900
H 0.44497 2.99735 -0.42450
H 0.44419 1.09900 0.73791
H -1.04235 -3.54460 -1.75924
H -2.16369 -1.20958 -1.85644
```

Atomic partial charges in e from the Mulliken method, atoms 1 to 4:
1. O -0.5411
2. O -0.5658
3. O -0.6330
4. N -0.0929

***

[8]
An isolated molecule of C4H11NO3. Source: the OMol25 dataset; level of theory: the ωB97M-V functional and the def2-TZVPD basis.

Its energy above the lowest of the compared OMol25 structures with the same formula, charge and spin is 139.57 kJ/mol. The calculation puts the total energy at -11958.663 eV. The highest occupied orbital energy is -9.8738 eV. Its gap between HOMO and LUMO is 10.6 eV. As for the LUMO energy: 0.028 Eh.

The geometry in XYZ format:
```
19
C4H11NO3 (the ωB97M-V functional and the def2-TZVPD basis)
O 1.97924 0.17595 0.51446
O -1.41715 -0.25056 -1.09779
O 1.01619 -1.83166 0.20362
N 1.39646 -0.49593 -1.57897
C -0.60784 0.15519 -0.00361
C -1.23045 -0.30532 1.30644
C -0.38394 1.62965 -0.05604
C 0.98124 -0.48742 -0.20605
H 0.15783 2.02559 0.80312
H 1.73522 -1.44048 -1.75629
H 1.13661 -1.78359 1.16438
H 0.54809 -0.43925 -2.14611
H 0.03296 1.97983 -1.00117
H -2.26227 0.05144 1.39445
H -1.47880 2.10758 0.01861
H 2.67227 0.29304 -0.15964
H -2.34150 -0.02409 -0.90733
H -1.26999 -1.39969 1.33317
H -0.66417 0.03971 2.17476
```

Atomic partial charges in e from the Mulliken method, atoms 1 to 4:
1. O -0.5694
2. O -0.6104
3. O -0.5714
4. N -0.8669

***

[9]
A cluster of 2 separate species, C4H11NO3 in total. Source: the OMol25 dataset; level of theory: the ωB97M-V functional and the def2-TZVPD basis.

Its energy above the lowest of the compared OMol25 structures with the same formula, charge and spin is 75.73 kJ/mol. The calculation puts the total energy at -11959.325 eV. The highest occupied orbital energy is -9.8088 eV. Its gap between HOMO and LUMO is 10.4 eV. As for the LUMO energy: 0.021 Eh.

The geometry in XYZ format:
```
19
C4H11NO3 (the ωB97M-V functional and the def2-TZVPD basis)
O 0.23465 3.59222 -0.36774
O -1.12682 -0.29328 2.03716
O 0.72431 -1.39285 2.74024
N -0.07720 -1.74219 0.64333
C 1.09256 0.45567 -0.82648
C -0.08677 -1.17518 1.86399
C 0.06381 -0.49032 -1.52350
C -0.82711 -1.25846 -0.50741
H -1.26995 -2.13074 -0.98961
H 0.55495 -1.25180 -2.12874
H -1.56653 -0.54234 -0.16064
H 0.74571 0.67495 0.16816
H 2.08318 0.03692 -0.99355
H -0.70558 3.79500 -0.34080
H 0.60114 -2.47853 0.49277
H 1.18055 1.40854 -1.35141
H -1.45217 -0.46041 2.94053
H -0.56315 0.14133 -2.14674
H 0.39442 3.11146 0.45043
```

Atomic partial charges in e from the Mulliken method, atoms 1 to 4:
1. O -0.6378
2. O -0.4621
3. O -0.6156
4. N -0.1270

***

[10]
A cluster of 2 separate species, C4H11NO3 in total. Source: the OMol25 dataset; level of theory: the ωB97M-V functional and the def2-TZVPD basis.

Its energy above the lowest of the compared OMol25 structures with the same formula, charge and spin is 287.93 kJ/mol. The calculation puts the total energy at -11957.125 eV. The highest occupied orbital energy is -9.2053 eV. Its gap between HOMO and LUMO is 9.8 eV. As for the LUMO energy: 0.022 Eh.

The geometry in XYZ format:
```
19
C4H11NO3 (the ωB97M-V functional and the def2-TZVPD basis)
O 2.23906 -0.68151 -0.44514
O 1.74293 -0.24399 1.73671
O 1.74400 1.84272 -1.07852
N 1.36481 1.34645 0.17874
C -1.21239 -0.07323 0.32580
C 1.71127 0.00075 0.40727
C -1.62118 0.52089 -1.01879
C -1.05432 -1.58580 0.24997
H -1.99801 0.14250 1.06162
H 2.01854 -1.16148 1.87392
H -0.87365 -2.02244 1.23097
H -0.23719 -1.84670 -0.42280
H -1.94345 -2.05660 -0.17062
H 1.44739 2.05654 0.89511
H 2.16273 1.07114 -1.51313
H -0.78442 0.43202 -1.71062
H -1.85579 1.57937 -0.90856
H -2.50665 0.03308 -1.42662
H -0.34367 0.64631 0.73469
```

Atomic partial charges in e from the Mulliken method, atoms 1 to 4:
1. O -0.6240
2. O -0.4418
3. O -0.4347
4. N -0.1205

***

Q: The lowest energy above the lowest of the compared OMol25 structures with the same formula, charge and spin belongs to which entry?
A: number 2

***

Copy entry 6 word for word.
An isolated molecule of C4H11NO3. Source: the OMol25 dataset; level of theory: the ωB97M-V functional and the def2-TZVPD basis.

Its energy above the lowest of the compared OMol25 structures with the same formula, charge and spin is 107.82 kJ/mol. The calculation puts the total energy at -11958.992 eV. The highest occupied orbital energy is -9.5786 eV. Its gap between HOMO and LUMO is 10.2 eV. As for the LUMO energy: 0.022 Eh.

The geometry in XYZ format:
```
19
C4H11NO3 (the ωB97M-V functional and the def2-TZVPD basis)
O 1.36120 1.35841 0.82315
O -2.59765 0.17320 -0.49289
O -1.36734 1.68687 0.73484
N -0.31106 -1.43127 -0.92326
C 2.28488 -0.57538 -0.17211
C -0.17996 -0.08081 -0.41169
C -1.47498 0.35062 0.32085
C 1.05629 0.02386 0.50426
H -1.18273 -1.52102 -1.43684
H -1.64744 -0.31157 1.18549
H 0.53607 1.82951 1.00072
H -2.48468 0.70168 -1.29417
H -2.19625 1.95551 1.14944
H -0.34948 -2.08828 -0.14986
H 0.83901 -0.54030 1.43143
H 2.50139 -0.01841 -1.07869
H 3.13426 -0.49116 0.49909
H 2.11143 -1.61537 -0.42425
H -0.03295 0.59390 -1.26552
```

Atomic partial charges in e from the Mulliken method, atoms 1 to 4:
1. O -0.5648
2. O -0.5446
3. O -0.5687
4. N -0.6713